#A
Here is 2 unconnected molecules or ions with the total composition C3H11N2S from OMol25. Energies are from ωB97M-V/def2-TZVPD.

Kohn-Sham gap = 0.32368 hartree
LUMO = -3.793 eV
Total charge = +1
Highest occupied orbital energy = -12.60 eV

Geometry (Å):
C: 1.2339 -0.7030 2.4894
C: 2.1739 0.0575 1.5688
S: 1.3670 1.4145 0.6398
H: 0.5535 -1.3742 1.9483
H: 0.6597 -0.0436 3.1280
H: 1.8350 -1.4164 3.0447
H: 2.8471 0.6114 2.2174
H: 2.7917 -0.6175 0.9944
H: 1.8310 1.0383 -0.5600
N: -0.8759 0.6510 -1.7887
C: -2.1261 0.3122 -1.5969
N: -2.8043 -0.4958 -2.3837
H: -0.3641 0.2951 -2.5852
H: -0.4143 1.0944 -0.9895
H: -2.5168 0.5316 -0.6084
H: -3.8081 -0.5054 -2.2884
H: -2.3832 -0.8501 -3.2299

These are the Mulliken partial charges, in e, on atoms 1 to 5: number 1, C, carries -1.090; number 2, C, carries -0.295; number 3, S, carries -0.315; number 4, H, carries 0.295; number 5, H, carries 0.358

---

#B
Here is 2 unconnected molecules or ions with the total composition C3H11N2S from OMol25. Energies are from ωB97M-V/def2-TZVPD.

Kohn-Sham gap = 0.35950 hartree
LUMO = -3.152 eV
Total charge = +1
Highest occupied orbital energy = -12.93 eV

Geometry (Å):
C: 0.8643 1.2054 -0.3639
C: 0.1201 -0.0637 0.0558
C: 0.9153 -1.2610 0.0111
N: 0.9503 -2.4119 0.7448
N: -0.2915 -1.0496 -1.0382
S: -2.5322 2.5790 0.2272
H: 1.0915 1.6079 0.6603
H: 1.7517 0.9743 -0.9317
H: 0.1542 2.0375 -0.7899
H: -0.7304 0.0457 0.7993
H: 1.8670 -1.1947 -0.6591
H: 1.6996 -2.9875 0.5497
H: 0.2810 -2.5755 1.5378
H: -0.0864 -0.6344 -2.0559
H: -2.0723 1.8218 1.2210
H: -1.1129 -1.7289 -0.8868
H: -2.8692 3.6359 0.9184

These are the Mulliken partial charges, in e, on atoms 1 to 5: number 1, C, carries -1.039; number 2, C, carries 0.233; number 3, C, carries -0.059; number 4, N, carries -0.424; number 5, N, carries -0.392

---

Need the numbers? Relative energies in kJ/mol: #A 0.0; #B 187.8.

---

#A
Here is 2 unconnected molecules or ions with the total composition C5H14N3O from OMol25. Energies are from ωB97M-V/def2-TZVPD.

Kohn-Sham gap = 0.41234 hartree
LUMO = -2.779 eV
Total charge = +1
Highest occupied orbital energy = -14.00 eV

Geometry (Å):
C: 1.8476 -2.1458 -3.0980
C: -2.0251 0.7158 1.4629
C: 0.1327 -1.2305 0.8193
C: -0.5569 0.7450 1.8265
C: 0.4442 0.8920 -0.4476
N: 1.6728 -1.0094 -2.5676
N: 0.1074 2.1377 -0.6555
N: 0.0250 0.1600 0.5494
O: -0.1020 2.0944 2.0210
H: 2.0517 -2.3872 -4.0722
H: 1.6932 -2.8973 -2.4255
H: -2.6212 0.8638 2.4129
H: -2.2414 -0.1444 1.0045
H: -2.3709 1.5153 0.8706
H: -0.8370 -1.8444 0.7250
H: 0.7017 -1.5586 -0.0111
H: 0.7542 -1.3292 1.7508
H: -0.4072 0.1084 2.7351
H: 1.0511 0.4702 -1.3748
H: -0.3911 2.6825 0.0509
H: 0.7021 2.7058 -1.1952
H: 1.6289 -0.3688 -3.3575
H: -0.9223 2.4830 2.3520

These are the Mulliken partial charges, in e, on atoms 1 to 5: number 1, C, carries -0.302; number 2, C, carries -1.367; number 3, C, carries -0.963; number 4, C, carries -0.083; number 5, C, carries 0.499

---

#B
Here is 2 unconnected molecules or ions with the total composition C5H14N3O from OMol25. Energies are from ωB97M-V/def2-TZVPD.

Kohn-Sham gap = 0.33433 hartree
LUMO = -4.677 eV
Total charge = +1
Highest occupied orbital energy = -13.77 eV

Geometry (Å):
C: 0.8278 0.9447 -0.3025
C: 1.6128 -1.5997 0.4779
C: -2.4458 -0.3215 -0.0988
C: 0.1364 -1.5379 0.8045
C: -1.5993 0.1548 1.0367
N: 1.7665 1.7158 0.2064
N: 0.4285 1.1282 -1.5824
N: -0.1913 -0.2387 1.1475
O: 1.1203 2.0349 -2.3521
H: 2.1478 -0.8145 1.0479
H: 2.0954 -2.6664 0.4840
H: 1.6635 -1.2644 -0.5817
H: -2.3197 -1.2933 -0.3819
H: -3.4429 -0.2281 0.1225
H: -2.2474 0.3632 -0.9201
H: 0.0181 -2.0548 1.7326
H: -0.5791 -2.2452 0.1367
H: -2.1535 -0.2980 1.9945
H: -1.6572 1.3108 1.1075
H: 2.3426 2.3927 -0.3971
H: 1.8762 1.5609 1.2347
H: 0.1697 0.2928 -2.1082
H: 0.4307 2.6637 -2.8084

These are the Mulliken partial charges, in e, on atoms 1 to 5: number 1, C, carries -0.053; number 2, C, carries -1.034; number 3, C, carries -1.202; number 4, C, carries -0.132; number 5, C, carries -0.259

---

Need the numbers? Relative energies in kJ/mol: #A 0.0; #B 316.6.

---

#A
Here is 8 unconnected molecules or ions with the total composition C5H28N2O7 from OMol25. Energies are from ωB97M-V/def2-TZVPD.

SMILES = CCNCCNC.O.O.O.O.O.O.O
Kohn-Sham gap = 0.31836 hartree
LUMO = 0.185 eV
Highest occupied orbital energy = -8.48 eV

Geometry (Å):
C: 0.1721 -3.0361 -1.1490
C: -0.4892 -1.6817 -1.4178
N: 0.0353 -0.7795 -0.4110
C: -0.6098 0.5477 -0.4545
C: 0.3148 1.6371 0.0556
N: 0.0972 1.8584 1.4837
C: 0.9723 2.7672 2.1921
H: 1.2450 -2.8610 -1.2176
H: -0.0100 -3.4075 -0.1336
H: -0.0849 -3.8765 -1.7934
H: -0.1833 -1.3531 -2.4079
H: -1.5795 -1.8145 -1.4491
H: 0.0141 -1.2098 0.5033
H: -0.9090 0.7324 -1.4826
H: -1.4297 0.4692 0.2494
H: 0.1279 2.6193 -0.3922
H: 1.3434 1.3395 -0.1673
H: -0.3765 1.1923 2.0667
H: 0.3273 3.2405 2.9381
H: 1.3542 3.6055 1.6080
H: 1.8549 2.3093 2.6537
O: -2.9995 3.2307 -0.3367
H: -3.1956 2.3775 -0.7241
H: -2.2241 3.1344 0.2234
O: 0.6870 1.3363 -4.4220
H: 1.2090 0.7888 -3.8244
H: 0.7922 2.2528 -4.1533
O: -2.4194 -2.4065 1.0264
H: -3.3299 -2.2306 1.2949
H: -2.5149 -3.1326 0.3989
O: 3.3709 0.7535 -0.2415
H: 4.2334 0.9458 0.1381
H: 2.8806 0.2525 0.4181
O: 0.0732 -2.3315 3.3319
H: -0.7151 -1.8022 3.1700
H: 0.8006 -1.7171 3.1893
O: 2.1915 -1.0099 -2.5938
H: 2.4649 -0.6505 -1.7411
H: 2.9543 -1.0414 -3.1753
O: -2.2148 -0.3348 2.6461
H: -2.5135 0.2815 1.9680
H: -1.7176 -0.9954 2.1325

These are the Mulliken partial charges, in e, on atoms 1 to 5: number 1, C, carries -1.403; number 2, C, carries -0.532; number 3, N, carries 0.294; number 4, C, carries -0.481; number 5, C, carries -0.849

---

#B
Here is 8 unconnected molecules or ions with the total composition C5H28N2O7 from OMol25. Energies are from ωB97M-V/def2-TZVPD.

SMILES = CCC[C@@H](N)CN.O.O.O.O.O.O.O
Kohn-Sham gap = 0.36804 hartree
LUMO = 0.291 eV
Highest occupied orbital energy = -9.72 eV

Geometry (Å):
C: 1.7824 -2.7236 0.3391
C: 0.2437 -2.6603 0.4505
C: -0.1846 -1.8012 1.6426
C: -1.0723 -0.5826 1.3017
N: -2.1308 -1.0275 0.3835
C: -1.5046 0.1342 2.5537
N: -1.4868 1.5788 2.4411
H: 2.0942 -2.8093 -0.6939
H: 2.2739 -1.8360 0.7212
H: 2.0983 -3.5928 0.9246
H: -0.1947 -2.2620 -0.4598
H: -0.1624 -3.6741 0.5624
H: 0.5578 -1.5841 2.4005
H: -0.9251 -2.3948 2.2071
H: -0.4928 0.0754 0.6351
H: -2.9585 -1.3179 0.8893
H: -2.4021 -0.2707 -0.2234
H: -2.4794 -0.1652 2.9907
H: -1.1119 -0.3648 3.4716
H: -1.8023 2.0498 3.2668
H: -0.5815 2.0165 2.3448
O: 4.2875 -0.3539 0.1734
H: 3.7351 0.3037 -0.2592
H: 4.4728 -0.8720 -0.6198
O: 0.9193 1.9520 -2.6036
H: 0.0124 1.5950 -2.7348
H: 0.9316 2.8365 -2.2092
O: -0.6595 -0.4338 -2.2001
H: -0.5782 -0.7646 -1.3028
H: -0.3508 -1.1173 -2.7954
O: 1.3245 2.8567 0.2823
H: 0.4580 2.6298 -0.0437
H: 1.8935 2.0778 0.3129
O: -2.1259 2.3304 -0.4102
H: -1.3794 2.9190 -0.3073
H: -2.1747 1.8448 0.4335
O: 2.1849 -0.5493 -1.6712
H: 1.2534 -0.2853 -1.8799
H: 2.4637 0.2733 -2.1230
O: -1.8273 1.8074 -2.9537
H: -2.1290 1.5334 -2.0650
H: -2.2721 2.6288 -3.1722

These are the Mulliken partial charges, in e, on atoms 1 to 5: number 1, C, carries -1.402; number 2, C, carries 0.041; number 3, C, carries -1.436; number 4, C, carries 0.803; number 5, N, carries -0.509

---

Need the numbers? Relative energies in kJ/mol: #A 7.1; #B 0.0.